Entry 1:
{"formula": "C23H66BF4N4O11Pt", "method": "ωB97M-V with the def2-TZVPD basis set", "orbital_gap_ha": [0.2744, 0.1945], "max_force_ha_per_bohr": 0.047, "total_charge": 1, "multiplicity": 3, "e_homo_ha": [-0.3956, -0.3956], "elements": ["C", "H", "H", "H", "N", "F", "H", "H", "C", "H", "O", "F", "C", "C", "O", "C", "H", "O", "H", "O", "O", "H", "C", "H", "H", "H", "H", "H", "H", "H", "O", "H", "H", "H", "H", "H", "O", "H", "C", "N", "C", "O", "H", "C", "H", "H", "C", "H", "H", "H", "H", "H", "H", "C", "C", "C", "C", "C", "H", "H", "H", "H", "H", "C", "H", "F", "H", "C", "H", "C", "N", "H", "H", "F", "H", "H", "N", "O", "H", "C", "H", "H", "C", "C", "H", "H", "H", "H", "H", "O", "H", "H", "H", "H", "H", "H", "H", "Pt", "H", "H", "H", "H", "C", "H", "H", "H", "O", "H", "C", "B"], "coordinates": [[-15.692, 18.622, -13.024], [-13.865, 10.541, -19.214], [-15.080, 21.126, -12.653], [-6.911, 18.602, -16.348], [-12.683, 10.467, -15.094], [-12.385, 13.798, -16.898], [-12.596, 11.405, -14.696], [-19.668, 17.308, -18.396], [-15.394, 20.832, -13.651], [-14.827, 21.428, -14.371], [-16.250, 13.982, -13.713], [-12.509, 13.672, -14.569], [-13.969, 16.826, -13.162], [-7.399, 17.874, -11.996], [-19.014, 16.006, -19.923], [-15.426, 17.183, -13.420], [-8.264, 16.813, -17.523], [-7.513, 16.792, -12.886], [-17.613, 16.981, -17.756], [-13.969, 11.680, -17.559], [-13.433, 17.410, -17.140], [-13.224, 10.721, -15.940], [-9.631, 17.891, -14.556], [-13.590, 12.539, -17.221], [-6.454, 18.407, -12.166], [-16.351, 17.801, -15.022], [-16.818, 11.109, -15.307], [-15.795, 14.766, -18.383], [-10.267, 11.139, -13.949], [-10.498, 6.613, -17.183], [-15.124, 19.488, -13.950], [-13.324, 17.216, -13.938], [-18.073, 12.242, -14.687], [-14.512, 13.356, -20.932], [-16.967, 12.362, -17.074], [-9.884, 17.081, -15.252], [-10.049, 8.646, -16.978], [-15.986, 11.941, -13.266], [-16.413, 17.322, -19.476], [-7.893, 18.382, -16.181], [-17.073, 12.153, -15.115], [-8.461, 16.016, -18.048], [-15.263, 18.758, -12.018], [-11.292, 8.834, -16.314], [-10.174, 14.921, -18.523], [-10.641, 9.417, -13.583], [-17.099, 16.384, -18.505], [-13.842, 15.735, -13.127], [-10.427, 16.547, -17.890], [-18.401, 14.696, -18.491], [-9.358, 9.833, -14.662], [-13.687, 17.084, -12.140], [-15.781, 18.063, -18.983], [-20.014, 16.539, -19.105], [-13.314, 11.379, -18.788], [-16.024, 12.614, -14.134], [-13.206, 12.505, -19.758], [-10.368, 10.133, -14.359], [-8.242, 18.572, -12.054], [-15.789, 16.806, -20.210], [-9.017, 7.233, -17.955], [-11.723, 18.548, -17.165], [-6.270, 17.277, -14.499], [-12.788, 18.686, -16.933], [-16.773, 18.799, -12.866], [-12.156, 15.671, -15.549], [-9.878, 15.037, -16.877], [-11.300, 10.135, -15.549], [-14.440, 19.789, -17.580], [-13.386, 19.657, -17.880], [-15.697, 17.004, -14.915], [-13.029, 21.436, -18.518], [-7.911, 19.183, -14.173], [-14.255, 14.604, -15.804], [-20.729, 17.024, -19.763], [-20.538, 15.790, -18.491], [-15.995, 15.602, -17.796], [-14.528, 13.043, -20.020], [-10.606, 7.630, -18.640], [-10.049, 7.462, -17.706], [-14.900, 17.384, -15.459], [-12.324, 10.989, -18.519], [-9.809, 15.650, -17.785], [-8.184, 18.286, -14.740], [-15.030, 12.418, -14.553], [-15.863, 13.997, -12.826], [-13.358, 19.224, -18.886], [-12.522, 13.306, -19.472], [-9.798, 17.408, -13.589], [-16.846, 12.967, -16.325], [-8.403, 19.168, -16.585], [-7.596, 16.250, -14.792], [-17.191, 17.862, -20.023], [-10.980, 10.928, -16.255], [-12.087, 8.795, -17.081], [-11.435, 8.008, -15.595], [-12.829, 12.078, -20.694], [-16.426, 15.145, -15.697], [-16.434, 21.067, -13.902], [-16.112, 16.578, -12.829], [-7.380, 17.486, -10.979], [-12.931, 16.736, -16.618], [-7.334, 17.151, -14.222], [-15.122, 16.142, -17.883], [-17.393, 14.809, -19.941], [-10.348, 18.696, -14.728], [-12.666, 20.866, -17.831], [-12.839, 18.981, -15.878], [-17.971, 15.393, -19.236], [-12.814, 14.433, -15.701]], "lowdin_spin": [0.004, 0.000, 0.000, 0.000, 0.000, 0.003, 0.000, 0.000, 0.000, 0.000, 0.050, 0.002, 0.000, 0.000, 0.000, 0.011, 0.000, 0.000, 0.005, 0.000, 0.000, 0.000, 0.000, 0.000, 0.000, 0.005, 0.001, 0.006, 0.000, 0.000, 0.001, 0.000, 0.000, 0.000, 0.003, 0.000, 0.000, 0.002, 0.005, 0.000, 0.003, 0.000, 0.001, 0.000, 0.000, 0.000, 0.011, 0.000, 0.000, 0.001, 0.000, 0.000, 0.000, 0.000, 0.000, 0.003, 0.000, 0.000, 0.000, 0.000, 0.000, 0.000, 0.000, 0.000, 0.000, 0.001, 0.000, 0.000, 0.000, 0.000, 0.086, 0.000, 0.000, 0.066, 0.000, 0.000, 0.124, 0.000, 0.000, 0.000, 0.002, 0.000, 0.000, 0.000, 0.000, 0.002, 0.000, 0.000, 0.000, 0.045, 0.000, 0.000, 0.001, 0.000, 0.000, 0.000, 0.000, 1.544, 0.000, 0.002, 0.000, 0.000, 0.000, 0.002, 0.000, 0.000, 0.000, 0.000, 0.001, 0.006]}

---

Entry 2:
{"formula": "C23H66F3O14S12", "method": "ωB97M-V with the def2-TZVPD basis set", "orbital_gap_ha": 0.2940, "e_above_lowest_kcal_mol": 62.4, "max_force_ha_per_bohr": 0.067, "total_charge": -1, "e_homo_ha": -0.2430, "elements": ["H", "C", "O", "H", "O", "O", "H", "C", "H", "H", "C", "H", "H", "O", "H", "H", "C", "H", "H", "C", "H", "H", "H", "H", "H", "H", "H", "C", "H", "H", "H", "H", "H", "H", "S", "O", "C", "H", "H", "C", "H", "H", "H", "O", "H", "C", "O", "H", "C", "H", "H", "C", "H", "C", "C", "C", "S", "O", "C", "H", "S", "S", "S", "H", "S", "H", "O", "S", "H", "S", "S", "O", "C", "H", "O", "H", "C", "H", "O", "H", "C", "H", "H", "C", "H", "H", "O", "S", "H", "H", "C", "H", "F", "H", "H", "H", "S", "C", "C", "H", "H", "F", "H", "H", "O", "H", "H", "H", "H", "S", "H", "H", "H", "C", "H", "H", "F", "H"], "coordinates": [[-2.960, -3.036, 1.727], [2.589, 0.230, 4.288], [2.234, -2.991, -5.957], [-1.787, -1.549, -3.915], [-5.714, -2.940, 0.952], [5.704, -1.310, -3.521], [0.066, -2.568, 4.412], [-0.347, 2.821, -3.952], [-3.136, -2.145, -2.965], [6.636, -0.275, -1.054], [0.878, 5.142, -2.627], [-0.930, -2.593, 3.001], [1.541, -0.006, 4.108], [5.126, -0.741, 4.307], [1.839, -0.532, -4.342], [-3.647, 0.111, -6.039], [-3.138, 0.710, -5.284], [0.829, -0.665, -5.695], [-1.649, -2.121, 4.529], [1.855, 4.179, 1.802], [-0.543, 2.417, -4.946], [3.911, -0.648, 1.893], [-2.188, 2.954, -1.206], [-2.595, 4.441, -0.206], [1.577, -4.009, 2.081], [-2.059, 0.640, -5.418], [2.476, -1.455, 1.936], [2.259, -3.166, -3.164], [2.044, 3.045, 4.624], [-0.650, 0.130, 3.926], [2.944, 1.019, 3.624], [7.584, 0.978, -3.212], [-5.817, 5.739, -2.136], [2.303, -4.234, -2.951], [-0.339, -0.437, -0.491], [0.905, 4.621, -5.463], [0.945, -1.054, -4.683], [-0.764, -6.932, 0.888], [0.160, -0.839, -3.958], [3.452, -1.485, 2.421], [6.498, 1.217, -4.565], [-3.449, -0.950, -0.844], [-2.384, 3.254, 2.266], [-0.642, -1.240, -1.719], [-2.221, 4.524, -1.955], [-0.940, -2.810, 4.069], [-0.298, 4.370, 3.352], [4.072, -2.340, 2.153], [-1.789, -4.094, 6.380], [-0.565, 1.255, 2.612], [-2.629, -3.400, 6.369], [-4.278, -1.045, -0.142], [-5.025, -0.335, -0.497], [-2.676, 3.928, -1.164], [1.618, -0.128, -0.581], [0.295, -7.132, 0.726], [-4.677, -2.848, -0.150], [-0.562, -1.178, 0.796], [-1.076, 1.062, 3.556], [5.612, 1.135, -0.672], [1.084, 4.949, 3.257], [5.309, 0.046, -2.895], [-2.958, 1.065, 3.463], [0.183, -3.607, 1.050], [-1.372, -4.551, 4.647], [-4.636, 6.182, -1.007], [-4.869, 0.078, -3.461], [-4.446, 3.763, -1.559], [1.613, 5.948, -2.642], [-3.385, 0.103, -3.569], [1.302, -5.637, 0.278], [-5.093, 3.402, -0.228], [5.619, 0.116, -1.060], [4.996, -0.634, -0.572], [-0.945, 0.903, -0.520], [-4.079, 5.852, -2.725], [-2.874, -1.611, -3.879], [-3.844, -0.720, 0.803], [-3.626, 1.563, 4.758], [0.834, 4.653, -1.654], [-3.093, 2.428, 2.218], [0.725, -7.432, 1.681], [1.436, 4.495, 5.463], [-3.148, -3.413, 0.721], [2.826, 0.543, 5.305], [-3.364, 1.765, -5.439], [2.738, -5.953, 0.631], [3.686, -1.269, 4.212], [-3.269, -2.110, -4.764], [2.941, 4.169, 1.707], [0.712, -4.414, 1.557], [0.398, -7.984, 0.054], [2.204, -1.294, -0.507], [-0.662, 1.739, 4.304], [-1.260, 3.371, -3.724], [2.980, 4.603, 4.646], [1.048, 4.010, -4.060], [6.556, 1.225, -3.477], [1.997, 4.134, 4.601], [-2.113, -4.970, 6.942], [-2.907, 2.091, 1.198], [1.904, 0.475, -1.745], [3.308, -2.874, -3.213], [6.316, 2.235, -3.146], [0.050, -5.101, 4.701], [-0.115, 2.072, -3.195], [-0.921, -3.702, 6.909], [-3.103, -4.498, 0.626], [-4.125, 2.778, 2.261], [1.274, -2.834, -4.794], [1.416, 4.599, 0.897], [-0.085, 5.649, -2.692], [1.477, 3.161, 1.896], [-4.760, 5.591, -1.915], [0.113, -4.949, 2.294], [1.732, -2.560, -2.428], [2.123, 0.689, 0.334], [-2.322, -3.017, 0.130]], "lowdin_charge": [0.049, -0.252, -0.595, 0.006, -0.601, -0.564, 0.051, -0.233, 0.036, 0.043, -0.259, 0.015, 0.029, -0.577, 0.044, 0.057, -0.252, 0.054, 0.036, -0.250, 0.044, 0.036, 0.025, 0.062, 0.048, 0.020, 0.036, -0.185, 0.034, -0.002, 0.045, 0.055, 0.040, 0.038, 0.543, -0.579, -0.277, 0.042, 0.004, -0.280, 0.048, -0.002, 0.033, -0.367, 0.016, -0.236, -0.554, 0.055, -0.263, 0.037, 0.048, -0.238, 0.061, -0.265, -0.662, -0.251, 0.858, -0.372, -0.255, 0.055, 0.825, 0.812, 0.857, 0.018, 0.859, 0.049, -0.565, 0.845, 0.049, 0.802, 0.822, -0.568, -0.232, 0.033, -0.359, 0.038, -0.241, 0.043, -0.587, 0.038, -0.253, 0.047, 0.047, -0.250, 0.038, 0.049, -0.585, 0.860, 0.068, 0.059, -0.227, 0.043, 0.131, 0.039, 0.033, 0.049, 0.830, -0.277, -0.250, 0.042, 0.021, 0.096, 0.038, 0.047, -0.602, 0.041, 0.058, 0.041, 0.045, 0.840, 0.032, 0.034, 0.036, -0.238, 0.006, 0.006, 0.120, 0.018]}